C2H2F2 in the gas phase in a non-equilibrium geometry, computed with ωB97M-V/def2-TZVPD.

- Highest occupied orbital energy: -9.60 eV
- E_LUMO: 1.02 eV
- Calculated total energy: -277.07612 Ha
- F_max: 4.462 eV Å⁻¹
- Charge: 0
- SMILES: F/C=C\F
- Multiplicity: 1
- Frontier orbital gap: 0.390 Ha
- Energy above the lowest of the compared OMol25 structures with the same formula, charge and spin: 0.913 eV

Element x y z (Å)
F1 -1.49 -0.97 0.01
H1 1.28 0.90 0.28
H2 -1.23 0.93 -0.13
C1 0.69 0.05 -0.02
C2 -0.67 0.09 -0.10
F2 1.41 -0.99 -0.05

In the natural (NBO) picture, each atom carries the following charge in e: -0.33 0.17 0.16 0.16 0.13 -0.30


2 unconnected molecules or ions with the total composition CH3NSi in a non-equilibrium geometry, computed with ωB97M-V/def2-TZVPD.

- Highest occupied orbital energy (spin up / spin down): -11.54 / -7.62 eV
- E_LUMO (spin up / spin down): -1.90 / -4.33 eV
- Calculated total energy: -383.90704 Ha
- F_max: 1.701 eV Å⁻¹
- Charge: 0
- Multiplicity: 1
- Frontier orbital gap (spin up / spin down): 0.354 / 0.121 Ha
- Energy above the lowest of the compared OMol25 structures with the same formula, charge and spin: 5.696 eV

Element x y z (Å)
N1 -2.61 -0.01 -0.02
C1 -3.74 0.24 0.00
H1 2.65 -0.13 0.76
Si1 1.42 -0.06 0.03
H2 1.36 1.28 -0.48
H3 0.92 -1.32 -0.29

In the natural (NBO) picture, each atom carries the following charge in e: -0.56 0.23 -0.19 0.80 -0.14 -0.14


C6H6N2OS in the gas phase in a non-equilibrium geometry, computed with ωB97M-V/def2-TZVPD.

- Highest occupied orbital energy: -9.09 eV
- E_LUMO: -0.14 eV
- Calculated total energy: -815.04549 Ha
- F_max: 1.621 eV Å⁻¹
- Charge: 0
- Multiplicity: 1
- Frontier orbital gap: 0.329 Ha
- Energy above the lowest of the compared OMol25 structures with the same formula, charge and spin: 2.992 eV

Element x y z (Å)
H1 3.28 0.20 -1.46
C1 -1.43 0.79 0.63
H2 -0.78 1.66 0.76
H3 -1.32 -1.23 0.86
N1 -0.67 -0.44 0.84
O1 1.39 -1.11 -3.61
H4 -2.27 0.83 1.33
C2 2.30 -0.19 -1.24
H5 -0.73 -2.06 -1.48
C3 0.28 -0.64 -0.18
C4 -2.00 0.45 -1.82
N2 -1.91 0.78 -0.70
S1 1.62 -1.54 -2.23
C5 1.54 0.08 -0.18
C6 0.10 -1.41 -1.27
H6 1.79 0.76 0.61

In the natural (NBO) picture, each atom carries the following charge in e: 0.24 -0.07 0.21 0.38 -0.60 -0.94 0.22 -0.39 0.24 0.12 0.32 -0.57 1.28 -0.23 -0.45 0.23


2 unconnected molecules or ions with the total composition C3H9Cl3NSi in a non-equilibrium geometry, computed with ωB97M-V/def2-TZVPD.

- Highest occupied orbital energy (spin up / spin down): -12.75 / -12.75 eV
- E_LUMO (spin up / spin down): -4.74 / -4.74 eV
- Calculated total energy: -1844.29575 Ha
- F_max: 4.160 eV Å⁻¹
- Charge: +1
- Multiplicity: 1
- Frontier orbital gap (spin up / spin down): 0.294 / 0.294 Ha
- Energy above the lowest of the compared OMol25 structures with the same formula, charge and spin: 3.232 eV

Element x y z (Å)
H1 0.15 -2.29 0.78
C1 -1.57 0.43 1.10
H2 0.95 -0.69 0.78
H3 -0.71 1.14 1.04
H4 -0.15 -1.12 2.14
N1 -0.96 -0.67 0.31
Si1 2.29 1.21 -1.43
H5 -1.14 0.54 -1.58
Cl1 1.71 3.11 -1.19
H6 -1.92 0.10 2.03
C2 -0.41 -0.16 -0.99
Cl2 3.04 0.71 -3.23
H7 -2.45 1.00 0.58
H8 -1.68 -1.30 0.01
Cl3 3.18 0.37 0.12
C3 0.10 -1.24 1.11
H9 -0.41 -1.13 -1.60

In the natural (NBO) picture, each atom carries the following charge in e: 0.23 -0.42 0.24 0.23 0.23 -0.38 1.36 0.22 -0.26 0.23 -0.59 -0.25 0.24 0.43 -0.28 -0.41 0.19


A gas-phase ion, C3H5N2 (charge +1) in a non-equilibrium geometry, computed with ωB97M-V/def2-TZVPD.

- Highest occupied orbital energy (spin up / spin down): -14.92 / -14.92 eV
- E_LUMO (spin up / spin down): -6.31 / -6.32 eV
- Calculated total energy: -226.37802 Ha
- F_max: 2.681 eV Å⁻¹
- Charge: +1
- Multiplicity: 1
- Frontier orbital gap (spin up / spin down): 0.316 / 0.316 Ha
- Energy above the lowest of the compared OMol25 structures with the same formula, charge and spin: 5.833 eV

Element x y z (Å)
H1 0.06 -2.03 -1.06
C1 -0.26 0.90 0.50
H2 1.83 1.59 1.21
H3 -1.15 0.07 -1.28
N1 0.39 -1.16 -0.58
C2 0.95 1.15 0.82
C3 -0.74 -0.27 -0.31
H4 -1.06 1.57 0.80
N2 1.53 -0.99 -0.31
H5 -1.54 -0.82 0.20

In the natural (NBO) picture, each atom carries the following charge in e: 0.41 -0.32 0.27 0.28 -0.19 0.22 -0.29 0.33 0.02 0.27


A gas-phase ion, C4H7N2 (charge +1) in a non-equilibrium geometry, computed with ωB97M-V/def2-TZVPD.

- Highest occupied orbital energy: -14.32 eV
- E_LUMO: -4.93 eV
- Calculated total energy: -265.74329 Ha
- F_max: 4.654 eV Å⁻¹
- Charge: +1
- SMILES: [NH+]#CC[C@H]1CN1
- Multiplicity: 1
- Frontier orbital gap: 0.345 Ha
- Energy above the lowest of the compared OMol25 structures with the same formula, charge and spin: 4.495 eV

Element x y z (Å)
C1 1.61 0.58 -0.46
C2 -1.46 -0.67 0.59
H1 2.64 0.94 -0.19
H2 -0.17 -1.28 -0.95
H3 0.02 1.21 -1.33
N1 0.49 1.38 -0.46
C3 0.56 0.28 0.48
H4 0.33 -1.74 0.74
N2 -2.51 -0.22 0.63
H5 0.34 0.44 1.58
H6 -3.35 0.30 0.44
H7 1.67 -0.17 -1.20
C4 -0.18 -1.06 0.14

In the natural (NBO) picture, each atom carries the following charge in e: -0.21 0.71 0.23 0.30 0.36 -0.55 -0.07 0.30 -0.42 0.23 0.50 0.18 -0.57